The following is a quantum chemistry calculation of a molecular structure, C23H34BCrF6GeN6O7S2, from the OMol25 dataset.

The value obtained for the HOMO energy (spin up / spin down) is -0.08853 / -0.05631 hartree. As for the strongest force on any atom: 0.72 eV/Å. For the relative energy (zero: lowest compared OMol25 entry of this formula, charge and spin), the calculation gives 0.0 kJ/mol. The value obtained for the LUMO energy (spin up / spin down) is 3.81 / 3.81 eV.

The geometry in ORCA input format:
```
! RIJCOSX wB97M-V def2-TZVPD def2/J DEFGRID3
* xyz -2 2
O 6.339 -2.519 -0.216
N 0.502 -4.068 1.885
C -1.427 3.357 1.013
O 3.195 -1.528 -0.090
H -3.803 2.924 -1.370
H -1.730 -0.672 1.771
C -6.336 3.829 0.346
O 2.692 1.269 0.907
C -3.908 4.370 0.259
H -2.713 0.489 -2.264
H 0.225 -6.606 2.574
F 4.171 -3.515 -1.826
H -3.101 0.098 0.971
H 0.574 -1.591 -1.630
H 0.899 -7.312 1.102
C 1.456 -4.919 -0.185
C 3.731 3.180 0.507
H -4.636 5.692 -2.015
H -7.351 4.155 0.101
C -5.304 4.866 -0.117
H 1.961 -5.766 -0.654
C 4.056 -2.339 -2.442
O -0.258 2.699 1.165
H 3.307 -4.553 1.772
C -3.234 4.852 1.377
H 2.512 -5.467 3.062
H 0.813 -2.335 0.926
C -2.061 -3.282 -0.859
S 6.351 -1.089 -0.094
F 7.933 0.767 -1.167
N 3.516 2.151 1.311
H 2.112 -2.836 1.778
C 7.843 -0.559 -1.060
H -6.590 6.579 0.156
F 7.847 -1.080 -2.292
H -3.976 -0.677 -1.813
N 5.366 5.008 1.287
H -1.765 -3.648 -1.844
C 0.120 -0.903 -0.892
H -0.559 -6.303 1.018
H 2.062 -4.030 -0.351
C -2.931 -0.565 -2.115
N 5.264 -0.353 -0.973
O -1.347 1.895 -0.677
C 1.263 -5.183 1.305
H -3.674 5.639 1.973
H 0.343 -4.258 2.869
C -2.525 -0.821 1.041
H 3.112 -6.289 1.614
H -6.392 5.497 -1.881
Ge -1.749 -1.324 -0.711
H -6.269 3.680 1.424
N 1.097 -2.778 1.806
H -1.486 -3.809 -0.099
H -5.730 6.118 1.620
H -1.477 4.749 2.643
C -5.428 5.046 -1.635
C -1.986 4.358 1.772
H -3.120 -3.509 -0.712
F 2.989 -2.406 -3.246
C 4.639 4.175 0.954
F 5.135 -2.161 -3.213
F 8.955 -0.995 -0.437
C 2.629 -5.381 1.980
O 3.055 0.032 -1.949
C 3.115 3.374 -0.759
O 6.552 -0.505 1.193
C 0.405 -6.430 1.510
N 2.605 3.544 -1.778
H -4.869 6.954 0.325
H 0.492 -4.768 -0.669
Cr 1.353 0.312 -0.142
H -5.366 4.096 -2.162
C -3.319 3.348 -0.501
S 3.843 -0.927 -1.223
B -0.156 1.726 0.108
H -3.179 -1.615 1.406
C -5.636 6.210 0.539
H -6.157 2.867 -0.135
C -2.090 2.864 -0.112
H -2.789 -1.092 -3.060
*
```

Results of the Löwdin charge analysis, in e, for atoms 1 through 6: -0.29 -0.10 -0.23 -0.30 0.12 0.02

The following is a quantum chemistry calculation of 2 unconnected molecules or ions with the total composition C23H34BFINO4PS in a non-equilibrium geometry, from the OMol25 dataset.

The value obtained for the HOMO energy is -0.40921 hartree. As for the strongest force on any atom: 2.41 eV/Å. The value obtained for the LUMO energy is -3.49 eV.

The geometry in ORCA input format:
```
! RIJCOSX wB97M-V def2-TZVPD def2/J DEFGRID3
* xyz 1 1
C 0.987 -1.241 -1.104
H -6.657 -0.126 2.125
O 2.813 -2.670 0.224
N -3.481 0.680 2.119
O 1.319 3.438 -2.669
H 7.012 0.628 -3.401
C -6.437 -0.323 3.175
C -0.487 -0.653 -3.050
C 7.235 0.371 -2.328
C 3.411 2.360 -2.063
C 1.156 1.030 -2.271
H -4.942 -1.768 2.601
O 2.863 0.355 0.843
C 5.842 0.083 -1.633
C -2.096 1.285 2.374
C -0.085 -1.625 -2.031
H -5.093 -1.508 4.312
H -0.739 0.127 0.201
C -5.073 -0.985 3.351
B 1.474 -2.311 -0.009
H -4.620 2.341 2.782
H -0.468 2.240 1.367
C -2.818 0.344 -0.294
H -1.472 -3.525 -0.648
H -0.191 1.401 -3.974
C 1.591 0.069 -1.232
C 1.881 2.418 -2.377
H -2.989 -0.678 3.655
H 7.787 -0.609 -2.378
H -1.950 -3.264 -2.935
H -1.456 0.473 2.727
H 4.738 -1.501 -0.569
C 5.813 -1.285 -0.823
C -1.442 0.932 -0.027
H -5.390 1.369 1.485
I 4.751 3.632 -3.158
H -7.222 -0.991 3.531
C 3.806 1.483 -1.096
C 0.100 0.665 -3.193
H 0.421 -3.846 0.489
H -4.066 2.459 1.095
C -1.484 1.912 1.133
P -0.912 -3.302 -1.947
H -2.208 2.018 3.175
H -2.742 -0.416 -1.076
H 3.195 -2.095 0.918
H 7.833 1.168 -1.821
C -3.857 -0.065 3.403
C -4.462 1.792 1.855
H -4.426 -0.636 0.750
H -1.072 1.431 -0.921
C 5.325 1.305 -0.731
H -2.027 2.815 0.842
H 6.438 -1.219 0.100
C 2.766 0.585 -0.337
C -3.413 -0.289 0.953
H -6.512 0.609 3.740
F -1.458 -1.016 -3.943
H -2.803 -1.136 1.281
H 5.909 2.240 -0.908
H -3.486 1.118 -0.684
H 5.440 1.044 0.351
S 0.321 -4.766 -2.353
H 6.191 -2.067 -1.527
O 0.496 -2.932 0.832
H 5.088 -0.061 -2.460
H -3.968 0.690 4.184
*
```

Results of the Löwdin charge analysis, in e, for atoms 1 through 6: -0.02 0.06 0.12 -0.24 0.10 0.07

The following is a quantum chemistry calculation of 3 unconnected molecules or ions with the total composition C23H34BN3O2S, from the OMol25 dataset.

The value obtained for the HOMO energy is -0.34399 hartree. Its SMILES is C#Cc1nc2cc(N=C=S)ccc2nc1B(O)O.CCCCCC.CCCCCC. As for the strongest force on any atom: 0.76 eV/Å. For the relative energy (zero: lowest compared OMol25 entry of this formula, charge and spin), the calculation gives 0.0 kJ/mol. The value obtained for the LUMO energy is -0.74 eV.

The geometry in ORCA input format:
```
! RIJCOSX wB97M-V def2-TZVPD def2/J DEFGRID3
* xyz 0 1
C -3.392 2.909 -1.248
O 3.098 2.998 0.680
N -5.032 1.090 -1.492
C -1.045 2.381 -0.997
O 3.565 2.152 -1.486
C -6.741 -4.243 0.308
C 0.837 0.528 -0.793
H -5.674 -5.496 -1.087
H 8.799 2.983 0.688
H 6.718 3.871 1.741
C -1.327 1.010 -1.091
H 3.391 -1.896 0.240
N -0.368 0.051 -0.991
C -5.032 -2.731 -0.836
C -3.667 1.523 -1.340
H -4.854 -1.718 -1.199
H -6.024 -4.466 1.105
C 1.156 1.919 -0.707
H 9.021 4.540 1.452
C 1.915 -0.416 -0.620
H 6.165 2.486 -0.015
C -2.104 3.309 -1.093
H 9.864 1.861 2.681
H 3.100 1.988 -2.315
H -4.879 -3.409 -1.678
C -2.670 0.607 -1.270
H -9.400 -6.082 -0.987
H -2.890 -0.449 -1.343
C -5.696 0.959 -0.487
B 2.665 2.388 -0.483
N 0.224 2.838 -0.816
H 6.643 0.027 1.756
H -9.745 -5.079 -2.397
H 7.692 1.482 3.376
C -7.638 -5.211 -1.906
H -4.278 -2.954 -0.078
H -7.724 -4.222 0.787
C -6.438 -2.856 -0.256
C 7.017 1.937 2.645
H 10.932 3.061 1.965
H 6.036 1.979 3.130
H -7.382 -4.308 -2.467
C 8.828 3.484 1.660
C 2.719 -1.186 -0.176
C -9.112 -5.169 -1.513
H -7.481 -6.050 -2.589
H -6.936 -6.317 -0.202
H 7.508 3.921 3.298
H -9.333 -4.319 -0.865
H -4.202 3.622 -1.297
H 5.854 0.811 -0.449
C 9.983 2.928 2.487
S -6.507 0.867 0.844
H 2.963 3.948 0.563
H -7.174 -2.588 -1.020
C 6.925 1.029 1.420
H -1.879 4.364 -1.037
H 7.907 0.927 0.949
C 5.905 1.508 0.389
C 7.472 3.368 2.353
H 4.915 1.574 0.829
H 10.056 3.441 3.448
H -6.552 -2.124 0.546
C -6.696 -5.380 -0.715
*
```

Results of the Löwdin charge analysis, in e, for atoms 1 through 6: -0.01 0.14 0.10 -0.21 0.18 -0.23

The following is a quantum chemistry calculation of 5 unconnected molecules or ions with the total composition C23H34BrClO18S in a non-equilibrium geometry, from the OMol25 dataset.

The value obtained for the HOMO energy is -0.36988 hartree. Its SMILES is CCC[C@]1(Br)OS(=O)(=O)O[C@@]1(O)CC(=O)Cl.C[C@@H]1COC(=O)O1.C[C@@H]1COC(=O)O1.C[C@@H]1COC(=O)O1.C[C@@H]1COC(=O)O1. As for the strongest force on any atom: 9.77 eV/Å. The value obtained for the LUMO energy is -0.32 eV.

The geometry in ORCA input format:
```
! RIJCOSX wB97M-V def2-TZVPD def2/J DEFGRID3
* xyz 0 1
H 5.479 -2.958 -0.189
O -3.890 4.133 -0.178
Br -2.494 4.700 -2.756
H -3.548 -3.601 1.571
O 0.987 6.977 -3.945
O 2.698 -1.371 -0.438
C -3.136 -6.082 0.144
C 0.530 8.266 -3.571
H -0.330 3.226 -2.980
H 2.538 9.029 -3.879
C -1.787 3.518 -1.251
H -0.459 8.424 -4.017
O 2.859 -4.600 3.834
O 1.622 -2.709 3.468
H 1.216 1.408 -1.989
O -2.724 6.464 0.513
H 1.149 -5.946 6.197
O 4.886 -0.976 -0.068
H 4.582 -2.488 1.276
H -2.862 -4.485 -1.278
H 3.391 -5.294 5.685
C -3.198 2.897 -0.673
O -1.868 -6.698 0.012
H 0.737 -6.272 4.495
H 1.394 8.370 -1.572
H -3.645 -2.669 0.085
H 2.938 -7.107 3.262
O 0.702 4.908 -3.010
C -2.848 -4.651 -0.194
H 0.639 1.657 1.034
H 3.550 -2.829 -1.594
O -2.320 4.649 2.112
H 3.147 -4.614 0.283
C 4.655 -2.349 0.194
H 0.791 0.056 -0.010
H -1.286 1.638 -2.630
C 0.607 6.118 -2.949
C 3.372 -2.615 -0.533
H -3.988 2.390 1.089
C 1.791 -3.769 4.040
H 1.320 10.288 -3.540
O -1.516 -4.486 0.265
H -0.328 8.816 -1.663
C 1.328 -5.638 5.163
C -4.125 1.984 -1.685
C 2.546 -3.720 0.097
C -0.938 -5.726 0.254
C 1.498 9.334 -4.044
O 0.114 6.803 -1.874
H 4.394 -6.914 4.224
O 0.244 -5.937 0.444
H 1.387 9.490 -5.122
C 2.788 -5.612 4.826
H -3.487 -6.227 1.170
H -0.890 0.880 0.218
H -3.857 -6.531 -0.546
Cl -2.604 -0.717 -1.387
H -5.274 2.302 -1.684
H 3.004 -7.770 4.916
O -3.181 2.084 0.565
C 0.574 2.072 -1.234
O 0.935 -4.292 4.968
O -1.154 4.393 -0.209
C -4.081 0.424 -1.087
H -3.709 1.915 -2.788
H 1.719 -3.995 -0.567
H 1.259 3.003 -0.984
C 3.660 -0.411 -0.279
C 0.245 1.114 0.055
C 0.446 8.164 -2.078
O -5.091 -0.133 -0.393
H 2.093 -3.389 1.038
C -3.777 -3.674 0.501
O 3.451 0.787 -0.314
H -4.825 -3.960 0.378
C 3.301 -6.931 4.281
S -2.595 4.911 0.612
C -0.751 2.555 -2.087
*
```

Results of the Löwdin charge analysis, in e, for atoms 1 through 6: 0.14 -0.23 0.84 0.10 0.09 0.06

The following is a quantum chemistry calculation of a molecular structure, C23H34ClF15GaO11 in a non-equilibrium geometry, from the OMol25 dataset.

The value obtained for the HOMO energy is -0.17518 hartree. As for the strongest force on any atom: 3.63 eV/Å. The value obtained for the LUMO energy is 1.70 eV.

The geometry in ORCA input format:
```
! RIJCOSX wB97M-V def2-TZVPD def2/J DEFGRID3
* xyz -1 1
H -0.930 1.220 -1.187
H -2.310 2.865 0.052
F 1.319 2.496 -8.542
F 2.740 2.276 -6.902
H -1.680 0.317 9.280
C 0.093 -5.680 2.845
C 3.027 -1.396 -8.747
H -1.497 3.844 -6.568
C -1.760 2.089 0.591
H -0.549 -5.189 3.581
H -0.818 2.510 0.959
O 0.192 -7.453 1.186
F 2.256 -7.922 -0.540
C 4.432 -1.764 -8.308
H -2.496 -1.780 8.239
C -0.380 -1.910 1.869
H 0.817 1.433 -4.709
O 3.873 0.905 -9.878
H 4.519 -1.716 -7.216
H -2.334 2.170 -8.511
H 0.511 6.657 5.701
H 1.714 6.098 4.541
C 1.210 -8.274 1.601
Ga -1.521 2.078 -4.482
F 2.784 0.311 7.982
F 1.223 -9.819 -0.235
O -1.783 5.647 5.772
C 1.953 -8.860 0.405
H -4.240 1.556 -5.842
H -4.504 2.985 -7.059
H 1.998 4.853 6.665
H 0.371 -4.952 2.074
H -0.305 2.380 -6.843
H 4.691 -2.772 -8.641
O 0.166 1.313 -3.952
H -2.425 0.444 -0.670
Cl -1.922 0.045 -7.322
O 2.652 -0.112 -8.223
O -2.545 -0.823 1.490
F -2.605 6.091 2.614
C 1.179 4.605 5.986
C -4.021 1.917 -6.935
C -1.455 -1.471 8.115
F -2.016 3.994 2.733
C -0.613 -6.870 2.223
O 1.453 -8.517 2.781
F 0.788 -1.344 2.290
H 0.319 4.286 6.584
F -0.029 -2.886 0.982
C -1.468 5.399 4.610
C 2.635 2.273 -8.263
C -1.341 -0.896 1.257
C 0.609 0.518 6.970
C 3.146 0.980 -8.891
F -0.900 -2.552 2.954
O -0.685 -0.080 0.370
C -2.450 1.820 -7.397
F 2.159 2.307 7.363
H -1.543 -6.538 1.754
H 1.473 3.745 5.372
C -1.314 0.030 8.290
H -2.343 1.801 1.472
H -0.880 -7.622 2.976
F 2.731 0.828 5.866
H 5.172 -1.066 -8.714
C -1.494 0.895 -0.308
O 0.067 0.421 8.226
F 3.136 -9.447 0.745
H 2.317 -2.123 -8.344
C -1.400 2.680 -6.478
H -1.760 3.448 -3.637
H 2.925 -1.415 -9.839
H -4.627 1.208 -7.680
C 0.830 5.792 5.107
O -0.177 5.434 4.147
F 3.307 3.379 -8.694
O -0.015 0.287 5.937
H -2.747 1.045 -4.324
H 1.020 -5.982 3.343
H -1.909 0.582 7.553
C 2.059 0.985 7.042
H -0.835 -2.003 8.846
F -3.682 4.727 3.932
H -1.117 -1.789 7.123
C -2.436 5.054 3.484
*
```

Results of the Löwdin charge analysis, in e, for atoms 1 through 6: 0.12 0.09 0.14 0.14 0.12 -0.06

The following is a quantum chemistry calculation of 2 unconnected molecules or ions with the total composition C23H34F2N5O4S2Si in a non-equilibrium geometry, from the OMol25 dataset.

The value obtained for the HOMO energy is -0.40273 hartree. As for the strongest force on any atom: 3.35 eV/Å. For the relative energy (zero: lowest compared OMol25 entry of this formula, charge and spin), the calculation gives 0.0 kJ/mol. The value obtained for the LUMO energy is -4.62 eV.

The geometry in ORCA input format:
```
! RIJCOSX wB97M-V def2-TZVPD def2/J DEFGRID3
* xyz 1 1
N -4.896 -3.983 -1.265
N -5.964 -3.498 -1.853
H 2.360 -0.815 1.182
C -6.367 -2.483 -1.160
H -3.488 3.589 -0.645
C 2.191 -1.506 0.367
C -1.885 0.892 -1.974
C 5.140 2.283 2.440
H -4.654 0.209 1.935
C 5.415 3.748 2.803
H -1.747 0.139 1.860
C 0.732 -1.837 0.416
H -4.276 -0.231 -1.009
S -3.343 -3.623 0.857
H -7.219 -1.877 -1.353
H 0.395 -1.789 1.441
H 5.113 1.666 3.339
H -3.198 0.538 -4.965
H 4.602 4.109 3.435
C 3.103 -2.694 0.607
Si -2.524 1.308 -0.254
H -0.920 -0.021 -5.481
H -3.609 -1.047 1.390
H -3.827 1.108 -2.752
H -4.985 1.160 -0.265
H 4.177 2.191 1.936
H 3.281 -3.236 -0.304
C -1.301 0.722 1.061
H -2.179 -1.918 -0.437
H 5.408 4.354 1.896
H 5.938 -1.623 -0.737
O 2.746 1.309 -0.050
H 0.756 0.015 -3.751
H 6.882 4.989 3.792
H 4.712 1.148 -1.908
C -4.450 -0.441 1.097
H -1.809 3.677 -0.094
N -4.650 -3.263 -0.230
H -1.671 -2.040 1.206
H 0.136 0.606 -1.485
O -1.103 -4.628 -0.649
H -3.078 3.307 1.019
C -2.440 0.558 -4.211
H 7.585 3.648 2.902
H -0.815 1.557 1.539
C -1.170 0.251 -4.477
H -0.510 0.121 0.627
C -2.802 0.871 -2.964
C 4.650 0.406 -1.130
H 5.300 0.694 -0.315
O 0.459 -3.147 -0.126
C 6.176 1.764 1.550
C -4.212 0.417 -0.142
C -0.254 0.278 -3.518
C 3.225 0.347 -0.609
C -1.929 -2.629 0.343
C -0.813 -3.544 -0.174
H 0.182 -1.094 -0.154
O 2.509 -0.779 -0.829
C -5.697 -1.253 0.905
H 2.633 -3.315 1.354
H 4.014 -2.326 1.043
S 5.286 -1.156 -1.805
C -0.607 0.598 -2.261
H 6.777 3.354 4.447
C 6.742 3.941 3.528
N -5.565 -2.291 -0.137
N 6.997 1.353 0.847
C -2.742 3.144 0.000
F -6.132 -1.800 2.020
F -6.666 -0.472 0.455
*
```

Results of the Löwdin charge analysis, in e, for atoms 1 through 6: 0.12 0.13 0.15 -0.05 0.04 -0.32